Entry 1:
19
Properties=species:S:1:pos:R:3:mulliken_charge:R:1 method="wB97M-V/def2-TZVPD" gap_ev=8.92 lumo_ha=0.035 charge=0 homo_energy_ev=-8.0 de_lowest_kcal_mol=169.4
C 1.384 -1.877 -0.637 -0.80
C 1.216 -0.614 -0.365 0.41
C -1.624 -1.210 1.137 -0.56
C -1.059 -0.189 0.237 0.50
C 1.898 0.961 1.014 -0.67
C -1.326 1.597 -1.307 -0.57
O -1.864 -1.170 -0.237 -0.44
O 2.036 0.433 -0.264 -0.28
O -1.400 1.117 0.004 -0.32
H 2.341 -2.418 -0.628 0.30
H 0.515 -2.456 -1.106 0.23
H -1.091 -2.037 1.353 0.30
H -2.436 -0.875 1.707 0.29
H 2.556 1.867 0.890 0.25
H 2.110 0.397 1.857 0.36
H 0.913 1.412 1.176 0.27
H -1.635 2.615 -1.128 0.23
H -2.212 1.135 -2.033 0.21
H -0.322 1.311 -1.672 0.29

Entry 2:
21
Properties=species:S:1:pos:R:3:mulliken_charge:R:1 method="wB97M-V/def2-TZVPD" gap_ev=7.94 lumo_ha=0.120 charge=-1 homo_energy_ev=-4.7
C -1.238 -0.034 -0.080 -0.55
C -0.730 0.756 1.121 -0.66
C -0.213 0.153 -1.229 -0.80
C 0.717 1.115 0.840 -1.03
C 1.624 -1.173 0.003 -1.04
C 1.116 0.276 -0.343 0.92
O 4.528 0.951 1.030 -0.71
O 4.798 -1.014 -0.645 -0.72
O 2.717 -0.893 0.893 -0.47
P 3.969 -0.008 0.067 0.91
S 2.517 0.996 -1.208 -0.33
H -1.071 -1.152 0.342 0.12
H -2.284 0.143 -0.343 0.45
H -1.299 1.656 1.255 0.34
H -0.689 0.258 2.092 0.29
H -0.241 -0.714 -1.910 0.33
H -0.424 1.113 -1.852 0.28
H 0.820 2.106 0.471 0.36
H 1.438 1.116 1.653 0.48
H 0.890 -1.575 0.768 0.29
H 1.958 -1.635 -0.840 0.54

Entry 3:
20
Properties=species:S:1:pos:R:3:mulliken_charge:R:1 method="wB97M-V/def2-TZVPD" gap_ev=8.87 lumo_ha=0.021 charge=0 homo_energy_ev=-8.3 de_lowest_kcal_mol=68.1
C -0.116 -0.755 -0.284 0.10
C -1.224 -0.043 0.041 0.69
C 2.205 0.489 -0.892 0.09
C 1.248 -0.243 0.010 0.66
C -2.572 -0.643 -0.199 -1.34
C -1.131 1.404 0.510 -1.42
O 2.249 -0.836 -0.792 -0.53
O -0.201 -2.001 -0.718 -0.57
O 3.156 1.264 -0.322 -0.56
O 1.679 -0.193 1.410 -0.60
H 1.840 0.966 -1.823 0.39
H -3.410 0.094 -0.527 0.31
H -2.918 -1.139 0.835 0.24
H -2.621 -1.560 -0.736 0.41
H -0.272 1.727 1.232 0.26
H -2.012 1.643 0.987 0.50
H -1.112 2.143 -0.305 0.28
H 0.664 -2.443 -0.941 0.37
H 3.090 1.129 0.722 0.40
H 1.458 -1.002 1.792 0.34

Entry 4:
25
Properties=species:S:1:pos:R:3:mulliken_charge:R:1 method="wB97M-V/def2-TZVPD" gap_ev="7.77 / 7.67" lumo_ha="-0.063 / -0.067" charge=0 homo_energy_ev="-9.5 / -9.5" de_lowest_kcal_mol=80.6
C -0.612 2.418 0.813 -0.35
C -0.117 -0.953 -0.805 -0.41
C -1.153 -0.010 -0.069 -0.29
C 1.281 -0.463 -0.391 0.35
C -0.287 1.330 -0.142 1.14
C 2.235 -1.364 0.378 -0.42
O -1.519 2.848 3.208 -0.63
O -0.074 0.879 2.964 -0.52
O 1.039 0.903 0.120 -0.50
O -1.529 3.301 0.347 -0.47
O -0.224 -0.920 -2.182 -0.60
O -1.544 -0.526 1.134 -0.61
O -0.464 1.719 -1.492 -0.66
O 3.159 -0.626 1.153 -0.54
S -1.075 1.717 2.411 0.93
H -0.273 -2.064 -0.456 0.36
H -2.012 0.109 -0.856 0.40
H 1.770 -0.320 -1.384 0.23
H 2.824 -2.001 -0.357 0.28
H 1.833 -2.109 1.125 0.23
H -1.721 4.069 0.940 0.41
H -0.083 0.089 -2.444 0.46
H -0.742 -0.669 1.564 0.42
H -0.269 2.701 -1.664 0.40
H 2.901 0.297 1.086 0.37

Entry 5:
18
Properties=species:S:1:pos:R:3:mulliken_charge:R:1 method="wB97M-V/def2-TZVPD" gap_ev="7.02 / 7.03" lumo_ha="0.008 / 0.003" charge=0 homo_energy_ev="-6.8 / -6.9" de_lowest_kcal_mol=139.3
C 2.384 -0.288 0.038 0.28
C 2.598 -1.532 0.434 -0.50
C -0.824 -0.629 -0.587 -0.03
C -0.451 1.674 -0.237 -0.24
C -1.061 -1.879 0.177 -1.07
C -0.482 2.874 0.666 -0.84
O -0.714 0.462 0.093 -0.25
S 2.337 1.219 -0.357 -0.27
H 3.628 -1.927 0.832 0.22
H 1.816 -2.117 0.729 0.23
H -0.553 -0.618 -1.716 0.28
H -0.209 1.721 -1.370 0.43
H -2.015 -2.337 0.238 0.33
H -0.659 -1.703 1.154 0.30
H -0.481 -2.599 -0.302 0.34
H -1.389 3.457 0.617 0.31
H 0.424 3.556 0.322 0.24
H -0.257 2.466 1.743 0.22

Entry 6:
18
Properties=species:S:1:pos:R:3:mulliken_charge:R:1 method="wB97M-V/def2-TZVPD" gap_ev="7.81 / 7.71" lumo_ha="-0.056 / -0.057" charge=0 homo_energy_ev="-9.3 / -9.3" de_lowest_kcal_mol=117.2
C 0.426 1.149 -2.081 -0.08
C 0.056 0.855 -0.972 -1.06
C -1.486 -0.680 0.195 -1.69
C -0.382 1.460 1.429 -1.50
C 0.934 -0.546 0.920 -1.09
C -0.261 0.296 0.362 1.61
O 0.979 -2.291 -3.189 -0.28
S 2.206 -2.274 -2.331 0.27
H 0.564 1.455 -3.071 0.49
H -1.877 -0.827 1.102 0.48
H -2.172 -0.208 -0.540 0.40
H -1.075 -1.522 -0.182 0.43
H 0.446 2.039 1.288 0.46
H -0.365 1.081 2.465 0.40
H -1.416 2.013 1.492 0.30
H 0.742 -0.550 2.072 0.30
H 1.856 0.081 0.641 0.33
H 0.824 -1.529 0.400 0.24

Entry 7:
18
Properties=species:S:1:pos:R:3:mulliken_charge:R:1 method="wB97M-V/def2-TZVPD" gap_ev="5.64 / 7.64" lumo_ha="0.033 / -0.066" charge=0 spin_multiplicity=3 homo_energy_ev="-4.8 / -9.4" de_lowest_kcal_mol=63.3
C -0.695 1.208 -0.498 0.45
C -1.153 2.466 -0.445 -1.24
C 0.742 0.507 0.590 0.04
C 0.250 -1.240 -0.839 0.14
C 0.576 0.892 2.103 -1.20
C -0.117 -2.776 -1.141 -1.08
O 0.568 -0.841 0.432 -0.31
S -1.151 -0.189 -1.568 -0.14
H -1.827 2.834 -1.142 0.38
H -1.009 3.265 0.191 0.40
H 1.681 1.074 0.123 0.24
H 1.190 -0.971 -1.477 0.31
H 0.841 1.963 2.161 0.35
H 1.299 0.277 2.712 0.34
H -0.394 0.630 2.370 0.34
H -1.084 -2.948 -0.548 0.31
H 0.709 -3.420 -0.811 0.34
H -0.427 -2.732 -2.212 0.34

Entry 8:
17
Properties=species:S:1:pos:R:3:mulliken_charge:R:1 method="wB97M-V/def2-TZVPD" gap_ev=8.44 lumo_ha=0.009 charge=0 homo_energy_ev=-8.2 de_lowest_kcal_mol=75.8
C -0.045 0.962 1.217 -0.75
C -0.510 -0.464 1.459 -0.71
C 0.722 0.418 -0.046 1.33
C -0.022 -0.812 0.115 -0.25
C 0.701 1.399 -1.240 -1.65
C -0.681 -1.831 -0.793 -1.08
S 2.240 -0.501 0.261 -0.28
H -0.896 1.551 1.026 0.31
H 0.651 1.534 1.780 0.35
H -0.401 -1.081 2.362 0.34
H -1.633 -0.328 1.318 0.22
H 1.286 1.257 -2.139 0.40
H 1.091 2.277 -0.864 0.45
H -0.279 1.621 -1.566 0.39
H 0.239 -2.274 -1.271 0.28
H -1.218 -1.178 -1.424 0.32
H -1.246 -2.551 -0.193 0.32

Entry 9:
18
Properties=species:S:1:pos:R:3:mulliken_charge:R:1 method="wB97M-V/def2-TZVPD" gap_ev=9.44 lumo_ha=0.026 charge=0 homo_energy_ev=-8.7 de_lowest_kcal_mol=31.2
C 0.978 -0.218 0.650 -0.31
C 0.888 1.178 -0.142 -0.81
C -0.458 0.935 -0.864 -0.19
C -0.161 -0.499 -1.406 -0.52
C -0.307 -0.826 0.078 -0.13
C -1.382 0.345 0.173 -0.54
H 2.364 0.405 2.323 0.14
H 1.927 -0.768 0.272 0.36
H 1.763 1.180 -0.871 0.30
H 0.937 2.081 0.498 0.36
H -0.809 1.811 -1.464 0.43
H -1.004 -1.001 -1.904 0.30
H 0.799 -0.589 -1.987 0.26
H -1.932 -2.642 0.425 0.13
H -1.569 0.987 1.053 0.28
H -2.425 0.071 -0.160 0.32
S 1.033 -0.069 2.384 -0.16
S -0.642 -2.382 0.943 -0.22

Entry 10:
19
Properties=species:S:1:pos:R:3:mulliken_charge:R:1 method="wB97M-V/def2-TZVPD" gap_ev=10.01 lumo_ha=0.026 charge=0 homo_energy_ev=-9.3 de_lowest_kcal_mol=39.1
B 0.786 0.193 0.368 0.50
C 2.362 1.305 2.522 -0.53
C 2.318 0.637 1.417 -0.38
C -0.497 0.990 -0.301 -0.71
C -1.033 0.359 -1.615 -0.68
C -0.707 -1.136 -1.720 -0.46
C -0.390 -1.789 -0.391 -0.46
O 0.696 -1.099 0.303 -0.40
H 3.166 1.281 3.242 0.26
H 1.625 2.045 2.850 0.21
H 3.107 -0.088 1.168 0.21
H -1.344 1.005 0.384 0.33
H -0.143 2.079 -0.452 0.23
H -2.059 0.533 -1.555 0.37
H -0.694 0.726 -2.585 0.30
H -1.702 -1.613 -2.049 0.22
H 0.183 -1.171 -2.333 0.36
H -1.288 -1.837 0.231 0.31
H 0.067 -2.754 -0.635 0.32

Entry 11:
19
Properties=species:S:1:pos:R:3:mulliken_charge:R:1 method="wB97M-V/def2-TZVPD" gap_ev=10.08 lumo_ha=0.023 charge=0 homo_energy_ev=-9.5 de_lowest_kcal_mol=29.5
B -1.167 -1.544 -0.157 0.35
C -2.006 0.773 -1.075 -0.76
C 0.635 0.692 -0.328 -0.78
C 0.835 1.589 0.606 0.27
C -1.102 -0.049 -0.586 0.16
C 0.131 -2.470 -0.104 -0.98
C 2.144 2.280 0.838 -1.18
O -2.376 -2.013 0.202 -0.57
H -1.811 1.810 -1.309 0.30
H -3.008 0.416 -1.263 0.30
H 1.333 0.341 -1.062 0.33
H 0.033 1.866 1.276 0.40
H 1.039 -1.955 -0.391 0.28
H 0.031 -3.340 -0.751 0.33
H 0.284 -2.850 0.906 0.33
H 2.854 2.048 0.048 0.33
H 1.994 3.361 0.872 0.30
H 2.570 1.974 1.793 0.29
H -2.412 -2.928 0.485 0.30

Entry 12:
20
Properties=species:S:1:pos:R:3:mulliken_charge:R:1 method="wB97M-V/def2-TZVPD" gap_ev="6.18 / 6.82" lumo_ha="-0.234 / -0.217" charge=+1 homo_energy_ev="-12.5 / -12.7" de_lowest_kcal_mol=0.0
C 0.013 -1.547 -0.656 0.06
C -1.067 -2.389 -0.406 -0.59
C -2.706 -0.326 -0.581 -0.28
C 2.066 0.224 0.876 -1.16
C 0.441 1.983 0.216 -1.70
C 1.066 0.702 -0.198 0.29
N -0.001 -0.319 -0.224 -0.32
S -2.532 -1.784 0.280 0.13
Br -3.851 1.013 0.247 0.06
H 0.862 -1.847 -1.208 0.51
H -1.021 -3.475 -0.542 0.39
H -2.060 0.008 -1.288 0.52
H 2.034 0.884 1.726 0.34
H 1.948 -0.887 0.923 0.34
H 3.094 0.277 0.533 0.34
H -0.075 1.828 1.114 0.53
H -0.196 2.432 -0.529 0.35
H 1.207 2.662 0.453 0.47
H 1.473 0.704 -1.200 0.41
H -0.695 -0.146 0.464 0.30